Entry from the Open Molecules 2025 dataset: one molecule with the formula C4H7NOS (the ωB97M-V functional and the def2-TZVPD basis).

Geometry as XYZ:
```
14
Properties=species:S:1:pos:R:3
C -0.17 0.49 -0.66
C -1.42 -0.15 -0.06
C 0.57 1.05 0.54
C 0.83 0.22 1.72
H 0.75 -1.89 -1.09
H -0.39 1.18 -1.39
H -2.45 0.37 0.16
H 1.29 1.95 0.37
H 0.54 -0.85 1.71
H 1.69 0.46 2.39
H -0.25 1.78 2.53
N -0.42 1.15 1.66
O -1.48 -1.36 0.14
S 0.93 -0.61 -1.66
```

Energy relative to the best compared isomer or geometry (same formula, charge and spin), kcal per mole: 69.1
E_tot, Eh: -684.69703
Strongest force on any atom, eV/A: 3.73
SMILES: O=C[C@H](S)[C@@H]1CN1
Charge: 0